C46H30F9INiO2P2 | wB97M-V/def2-TZVPD

XYZ file:
```
91
Properties=species:S:1:pos:R:3:forces:R:3:mulliken_spin:R:1
Ni 0.000 0.212 0.399 -0.7 0.3 0.8 1.611
C 2.121 -4.890 -0.299 0.0 0.0 0.0 0.003
C 1.400 -4.352 0.756 0.0 0.1 0.0 -0.002
C 1.518 -3.001 1.071 -0.1 -0.1 0.0 0.009
C 2.360 -2.180 0.330 0.2 0.1 -0.1 0.003
C 3.078 -2.726 -0.738 0.0 0.0 0.0 0.010
C 2.964 -4.073 -1.047 0.0 0.0 0.0 0.001
P 2.415 -0.369 0.605 0.2 -0.3 0.6 0.030
C 4.209 -0.013 0.696 -0.1 0.0 -0.3 0.039
C 4.678 1.214 0.240 0.1 0.0 0.0 0.001
C 6.025 1.543 0.343 -0.1 0.0 0.0 0.002
C 6.914 0.639 0.903 0.0 -0.1 0.0 -0.001
C 6.454 -0.592 1.361 -0.1 0.0 0.0 0.002
C 5.108 -0.920 1.256 0.1 0.0 0.0 -0.002
C 1.851 -0.114 2.315 0.0 0.1 0.2 -0.044
C 2.555 -0.308 3.506 -0.1 0.0 0.0 0.007
C 1.907 -0.059 4.705 0.0 0.0 0.0 -0.001
C 0.574 0.362 4.710 0.0 0.0 0.0 0.007
C -0.117 0.549 3.521 -0.1 0.0 0.0 0.005
C 0.521 0.332 2.299 0.3 -0.2 -0.2 0.187
H 2.024 -5.941 -0.546 0.0 0.1 0.0 0.000
H 0.739 -4.983 1.339 0.0 0.0 0.0 0.000
H 0.943 -2.585 1.891 0.0 0.0 0.0 -0.003
H 3.729 -2.091 -1.332 0.0 0.0 0.0 0.000
H 3.520 -4.487 -1.879 0.0 0.0 0.0 0.000
H 3.984 1.918 -0.199 -0.1 0.1 -0.1 0.005
H 6.380 2.501 -0.019 0.0 0.0 0.0 0.000
H 7.968 0.885 0.977 -0.1 0.0 0.0 0.000
H 7.146 -1.302 1.797 0.0 0.0 0.0 0.000
H 4.763 -1.888 1.600 0.0 0.0 0.0 0.002
H 3.589 -0.634 3.502 0.0 0.0 0.0 0.002
H 2.434 -0.191 5.643 0.0 0.0 0.0 0.001
H 0.075 0.542 5.657 0.0 0.0 -0.1 0.001
H -1.157 0.864 3.547 0.1 0.0 0.0 0.003
F 0.982 8.183 1.894 0.0 0.1 0.0 0.000
C -0.138 7.498 2.186 0.0 -0.1 -0.1 0.000
F -0.189 7.358 3.517 0.0 0.1 0.0 0.000
F -1.176 8.266 1.815 0.0 0.1 0.0 0.000
C -0.158 6.174 1.475 0.0 0.0 0.0 0.000
C -0.419 6.158 0.108 0.0 0.1 -0.1 0.000
C -0.425 4.958 -0.574 -0.1 0.1 0.0 -0.006
C -0.165 3.771 0.110 0.0 -0.1 0.3 -0.010
C 0.091 3.792 1.477 0.0 0.0 -0.1 -0.003
C 0.095 5.003 2.164 0.0 -0.1 0.0 0.001
P -0.186 2.179 -0.750 0.1 0.2 -0.7 0.034
C 1.172 2.285 -1.967 0.1 0.0 0.1 0.005
C 2.126 3.294 -1.921 0.0 0.1 -0.1 0.010
C 3.243 3.247 -2.746 0.0 0.1 0.1 -0.003
C 3.419 2.178 -3.605 0.0 0.0 0.0 0.003
C 2.475 1.162 -3.667 -0.1 0.0 0.0 -0.006
C 1.360 1.216 -2.849 0.1 -0.1 0.0 0.041
C 4.626 2.130 -4.496 -0.1 0.0 0.1 0.000
F 5.002 0.867 -4.747 0.1 0.0 -0.1 0.000
F 5.670 2.765 -3.941 0.1 0.0 -0.1 0.000
F 4.383 2.717 -5.680 0.1 0.0 -0.1 0.000
C -1.715 2.264 -1.738 0.0 -0.1 0.0 0.019
C -1.749 2.165 -3.126 0.0 0.1 -0.1 0.014
C -2.963 2.174 -3.793 0.2 0.0 -0.1 -0.004
C -4.142 2.262 -3.073 0.0 0.0 0.1 0.004
C -4.122 2.349 -1.690 0.0 0.0 0.1 -0.001
C -2.908 2.354 -1.024 0.0 0.0 0.0 0.007
C -5.438 2.292 -3.829 0.1 0.0 0.1 0.000
F -5.578 3.453 -4.499 -0.1 0.0 0.0 0.000
F -5.495 1.310 -4.745 -0.1 0.0 0.0 0.000
F -6.500 2.163 -3.026 -0.1 0.0 0.0 0.000
H -0.623 7.085 -0.414 0.0 0.0 0.0 0.000
H -0.647 4.939 -1.637 0.0 0.0 0.1 0.001
H 0.281 2.862 2.002 0.0 0.1 0.0 0.008
H 0.286 5.028 3.229 0.0 0.0 0.0 0.000
H 2.007 4.126 -1.238 0.0 0.0 0.0 0.002
H 3.986 4.034 -2.703 0.0 0.0 0.0 0.000
H 2.620 0.326 -4.339 0.0 0.0 0.0 0.000
H 0.640 0.405 -2.886 0.0 0.0 0.0 -0.002
H -0.833 2.102 -3.699 0.0 0.0 0.0 0.000
H -2.990 2.107 -4.875 0.0 0.0 0.0 0.000
H -5.048 2.382 -1.133 0.0 0.0 0.0 0.000
H -2.895 2.391 0.059 0.0 0.0 0.0 0.000
I -0.136 -5.235 -3.888 0.0 0.0 0.0 0.000
C -0.988 -3.744 -2.701 0.0 0.0 0.0 0.001
C -2.342 -3.796 -2.389 0.0 0.1 0.1 0.000
C -2.898 -2.807 -1.588 -0.1 -0.1 -0.1 -0.001
C -2.112 -1.783 -1.077 0.1 0.0 0.0 0.013
C -0.772 -1.762 -1.415 -0.2 -0.2 -0.1 -0.080
C -0.184 -2.719 -2.229 -0.1 0.0 0.0 0.001
C -2.746 -0.729 -0.181 0.1 0.0 0.0 0.008
O -3.963 -0.642 -0.184 0.1 0.1 0.1 0.011
O -1.939 0.002 0.525 -0.1 -0.3 -0.3 0.024
H -2.956 -4.603 -2.766 0.0 0.0 0.0 0.000
H -3.951 -2.813 -1.341 0.0 0.0 0.0 0.000
H -0.152 -0.960 -1.038 0.4 0.0 -0.4 0.031
H 0.869 -2.678 -2.473 -0.1 0.0 0.0 0.000
```
Forces are in eV/Å.

## Properties
Kohn-Sham gap (alpha / beta) = 0.301 / 0.299 hartree
Spin multiplicity = 3
Strongest force on any atom = 1.1 eV/Å
Calculated total energy = -5308.99512 Ha

---

C46H32Cl5F2HfN5 | wB97M-V/def2-TZVPD

XYZ file:
```
91
Properties=species:S:1:pos:R:3:forces:R:3:lowdin_charge:R:1
Hf 0.052 -0.746 1.594 -0.1 1.3 -1.2 1.604
Cl -2.182 -2.470 3.244 -0.4 -0.2 0.0 0.749
C -0.602 -3.101 3.610 0.4 0.1 -0.1 -0.700
C 0.462 -2.458 2.990 0.0 -1.0 0.8 -0.348
C 1.685 -3.109 3.089 -0.4 0.2 0.1 -0.684
Cl 2.968 -2.440 2.142 0.4 -0.2 0.0 0.750
C 1.879 -4.273 3.821 0.0 0.0 0.0 -0.702
Cl 3.422 -5.026 3.883 0.0 0.0 0.0 0.688
C 0.791 -4.833 4.493 0.0 0.0 0.0 -0.699
Cl 0.998 -6.259 5.426 0.0 0.0 0.0 0.689
C -0.473 -4.253 4.373 0.0 0.0 0.0 -0.703
Cl -1.837 -4.970 5.134 -0.1 0.0 0.0 0.689
F -1.773 0.454 6.962 0.0 0.0 0.1 0.079
C -1.916 0.683 5.649 0.0 0.0 -0.2 -0.268
C -1.039 0.095 4.758 0.2 -0.1 -0.1 -0.092
C -1.131 0.334 3.388 -0.4 0.1 0.3 -0.206
C -2.149 1.238 2.970 0.1 -0.1 0.0 -0.130
C -3.066 1.738 3.894 0.1 -0.1 0.0 -0.213
F -4.119 2.484 3.493 0.0 0.1 0.0 0.063
C -2.968 1.481 5.242 -0.1 0.1 0.1 0.068
C -2.062 1.656 1.564 -0.1 0.1 0.1 -0.128
C -2.699 2.879 0.997 0.0 -0.1 -0.1 -0.082
C -2.732 3.698 -1.056 0.0 0.0 0.0 -0.124
C -2.385 2.625 -2.095 0.1 0.2 -0.1 -0.062
C -1.764 1.381 -1.529 -0.1 0.0 0.1 -0.075
N -1.288 0.915 0.862 0.0 0.0 0.1 0.046
H -0.277 -0.568 5.157 0.0 0.0 0.0 0.112
H -3.680 1.889 5.944 0.0 0.0 0.0 0.133
H -3.256 3.405 1.761 0.0 0.0 0.0 0.133
H -3.175 4.593 -1.486 0.0 0.0 0.0 0.145
H -2.351 2.830 -3.158 0.0 -0.1 0.0 0.139
H -1.597 0.642 -2.307 0.0 0.0 0.0 0.145
C 1.683 2.713 -4.475 0.0 -0.1 0.0 -0.037
C 1.125 1.393 -4.936 0.1 0.1 0.0 -0.214
C 0.866 1.152 -6.278 0.0 -0.1 0.0 -0.044
C 0.345 -0.060 -6.710 0.0 0.0 0.0 -0.087
C 0.062 -1.048 -5.784 0.0 0.0 0.0 -0.081
C 0.301 -0.829 -4.436 0.0 0.0 0.1 -0.030
C 0.841 0.382 -4.010 0.0 -0.2 -0.2 -0.195
N 1.094 0.653 -2.647 0.0 0.2 0.1 0.159
C 0.844 -0.213 -1.599 -0.1 0.0 -0.2 -0.395
N 1.428 -1.426 -1.643 0.2 -0.1 0.0 0.136
C 0.905 -2.597 -1.015 -0.3 0.1 0.1 -0.222
C 0.039 -2.523 0.095 0.1 -0.5 -0.1 -0.173
C -0.568 -3.750 0.424 0.1 -0.1 -0.2 -0.146
C -0.277 -4.945 -0.211 -0.1 0.0 0.1 -0.081
C 0.688 -4.973 -1.205 0.0 0.0 0.0 -0.054
C 1.284 -3.799 -1.633 0.0 -0.1 -0.1 -0.227
C 2.315 -3.834 -2.735 -0.1 0.0 0.1 -0.044
N 0.122 0.086 -0.582 0.2 -0.1 0.6 0.038
C -0.706 1.265 -0.429 -0.1 0.4 -0.2 -0.401
C 0.157 2.508 -0.264 0.0 -0.1 -0.1 0.001
C -0.358 3.691 0.032 0.0 0.1 0.0 -0.010
C -1.821 3.919 0.188 0.1 0.0 -0.1 -0.153
C -3.576 2.670 -0.277 0.0 0.0 0.0 -0.091
C -3.231 1.596 -1.329 -0.2 -0.2 0.1 -0.303
C -4.265 0.621 -1.809 0.1 0.1 0.0 -0.008
H 1.921 3.345 -5.328 0.0 0.0 0.0 0.080
H 2.593 2.572 -3.887 0.0 0.0 0.0 0.089
H 0.964 3.255 -3.852 0.0 0.0 0.0 0.081
H 1.080 1.930 -7.000 0.0 0.0 0.0 0.112
H 0.157 -0.226 -7.762 0.0 0.0 0.0 0.103
H -0.358 -1.993 -6.101 0.0 0.0 0.0 0.107
H 0.046 -1.594 -3.713 0.0 0.0 0.0 0.110
H 0.978 1.625 -2.398 0.0 0.0 0.0 0.107
H 2.030 -1.587 -2.434 0.0 0.1 0.0 0.119
H -1.298 -3.785 1.222 0.0 0.0 0.0 0.045
H -0.776 -5.858 0.091 0.0 0.0 0.0 0.103
H 0.968 -5.910 -1.671 0.0 0.0 0.0 0.109
H 2.530 -4.866 -3.006 0.0 0.0 0.0 0.080
H 3.254 -3.375 -2.416 0.0 0.0 -0.1 0.087
H 1.973 -3.325 -3.643 0.0 0.0 0.0 0.072
H 1.231 2.363 -0.305 0.0 0.0 0.0 0.111
H 0.303 4.536 0.190 0.0 0.0 0.0 0.115
H -1.990 4.912 0.600 0.0 0.0 0.0 0.141
H -4.647 2.794 -0.133 0.0 0.0 0.0 0.152
H -5.181 1.139 -2.098 0.0 0.0 0.0 0.083
H -4.510 -0.087 -1.013 0.0 0.0 0.0 0.088
H -3.902 0.056 -2.669 0.0 0.0 0.0 0.084
N 6.196 3.699 2.730 0.0 0.0 0.0 0.150
C 5.277 3.037 2.531 0.3 0.2 0.0 -0.191
C 4.131 2.217 2.285 -0.4 -0.2 0.0 -0.241
C 4.104 1.342 1.198 0.0 0.0 0.0 -0.038
C 2.991 0.549 0.989 -0.1 0.0 -0.1 -0.183
C 1.865 0.571 1.829 0.4 0.3 0.1 -0.279
C 1.924 1.482 2.895 -0.1 -0.1 0.0 -0.107
C 3.027 2.289 3.131 0.2 0.1 -0.1 -0.029
H 4.958 1.291 0.534 0.0 0.0 0.0 0.116
H 3.007 -0.117 0.129 0.0 0.0 0.0 0.077
H 1.081 1.573 3.571 0.0 0.0 0.0 0.077
H 3.042 2.979 3.965 0.0 0.0 0.0 0.117
```
Forces are in eV/Å.

## Properties
Kohn-Sham gap = 0.283 hartree
Strongest force on any atom = 1.7 eV/Å
Calculated total energy = -4594.54486 Ha